(1)
This record from OMol25 describes the ion C4H7BClN5O4P with charge +1 in a non-equilibrium geometry. The level of theory is ωB97M-V/def2-TZVPD.

As for the charge: +1. The largest force on an atom is 5.466 eV/A. The LUMO energy is -4.34 eV. For the HOMO-LUMO gap, the calculation gives 9.14 eV. As for the structure (SMILES): COB(O)c1nc(N)n(N=C=O)[n+]1P(O)Cl. The total energy is -42382.828 eV. Its multiplicity is 1. For the HOMO energy, the calculation gives -0.495 Eh.

Structure (XYZ):
```
23
Properties=species:S:1:pos:R:3:forces:R:3:nbo_charge:R:1
C -0.279 -2.909 -1.095 0.35 -0.58 0.11 -0.275
O -1.272 -2.221 -1.920 0.69 2.43 1.56 -0.674
B -1.408 -0.867 -1.534 -2.12 -1.72 -1.25 1.156
O -2.666 -0.250 -1.732 1.73 -0.62 1.04 -0.893
C -0.200 -0.008 -0.867 3.73 1.56 0.84 0.158
N 0.981 0.401 -1.525 -1.17 0.43 2.40 -0.448
C 1.757 1.171 -0.604 -4.68 -2.81 0.19 0.586
N 2.916 1.796 -0.751 0.26 0.31 -0.03 -0.764
N 0.995 1.139 0.576 2.89 1.32 -0.87 -0.062
N 1.404 1.791 1.760 -0.23 2.45 -0.28 -0.433
C 0.967 3.018 1.697 -2.55 -1.35 0.57 0.895
O 0.274 3.947 1.743 2.23 -1.00 -0.08 -0.343
N -0.174 0.452 0.476 0.00 -1.97 -3.69 -0.497
P -1.297 0.341 1.850 -1.45 0.92 2.43 1.297
O -2.577 -0.684 1.483 2.28 0.43 0.04 -0.975
Cl -0.198 -0.685 3.351 -0.55 0.09 -1.31 -0.275
H -0.333 -4.029 -1.272 -0.16 1.52 0.09 0.231
H 0.757 -2.561 -1.380 -1.06 -0.36 0.54 0.198
H -0.545 -2.701 -0.008 0.70 -0.43 -1.21 0.169
H -3.122 -0.070 -0.885 0.18 0.06 -0.76 0.514
H 3.227 2.477 -0.055 -0.17 -0.61 -0.27 0.436
H 3.512 1.697 -1.583 -0.87 -0.11 0.52 0.461
H -2.719 -1.248 2.276 -0.01 0.02 -0.59 0.538
```
Positions in Å, forces in eV/Å.

(2)
This record from OMol25 describes an isolated molecule of C4H7BO2 in a non-equilibrium geometry. The level of theory is ωB97M-V/def2-TZVPD.

The largest force on an atom is 4.010 eV/A. The LUMO energy is -0.28 eV. The calculation puts the energy relative to the best compared isomer or geometry (same formula, charge and spin) at 51.9 kcal/mol. For the HOMO-LUMO gap, the calculation gives 9.91 eV. The total energy is -9032.060 eV. Its multiplicity is 1. For the HOMO energy, the calculation gives -0.375 Eh.

Structure (XYZ):
```
14
Properties=species:S:1:pos:R:3:forces:R:3:nbo_charge:R:1
B 0.947 -0.146 -0.104 1.15 0.81 -0.04 1.053
C -1.938 0.042 0.714 -0.03 0.09 0.02 -0.500
C -1.205 0.680 -0.454 -0.16 0.21 -0.17 0.049
C -1.543 -0.747 -0.456 3.82 -0.79 0.93 0.140
C 2.522 0.084 0.074 -0.77 -0.20 -0.02 -0.959
O 0.140 0.979 -0.298 0.06 0.31 0.07 -0.671
O 0.403 -1.343 -0.099 -3.95 -0.17 -0.54 -0.754
H -1.375 -0.067 1.628 0.08 -0.12 0.08 0.260
H -2.998 0.211 0.858 -0.04 0.06 -0.10 0.240
H -1.693 1.391 -1.111 -0.18 -0.18 0.05 0.215
H -1.945 -1.516 -1.074 -0.21 -0.21 -0.28 0.232
H 2.936 0.496 -0.841 0.09 0.17 -0.15 0.234
H 3.035 -0.848 0.282 0.05 -0.13 0.06 0.230
H 2.716 0.783 0.882 0.08 0.15 0.08 0.232
```
Positions in Å, forces in eV/Å.